The following is a DFT calculation (the ωB97M-V functional and the def2-TZVPD basis) of the molecule CH6N4 at a distorted geometry.

Output
Frontier orbital gap: 9.50 eV
Energy relative to the best compared isomer or geometry (same formula, charge and spin): 174.4 kJ/mol
E_HOMO: -8.78 eV
LUMO level: 0.7 eV

Each line ends with the Mulliken charge.
CARTESIAN COORDINATES (ANGSTROEM)
C -0.06047 0.04641 -0.59629  0.49
H 1.30209 -0.38468 1.83760  0.25
H -0.40404 -0.34881 1.71284  0.24
H 0.02422 1.79720 0.57878  0.25
H 1.14088 -1.20812 -0.21081  0.22
H -0.31627 -1.90883 -1.01682  0.24
H -0.90927 -0.15072 -2.19921  0.21
N 0.38940 0.16696 1.69124  -0.63
N 0.28698 0.80554 0.54931  -0.08
N 0.21754 -1.21132 -0.36367  -0.48
N -0.96175 0.51390 -1.46612  -0.71